109
Properties=species:S:1:pos:R:3:forces:R:3:lowdin_charge:R:1 method="wB97M-V/def2-TZVPD" lumo_ev=-2.38 orbital_gap_ev=9.2 total_charge=+1
C 1.993397 -0.294839 4.063190 0.082 -0.303 -0.178 -0.093
C 0.540366 -0.398006 3.590205 0.155 -0.117 0.040 -0.252
C 0.339431 0.153912 2.174121 0.232 -0.244 0.196 -0.170
C 0.781430 -0.900185 1.171733 0.190 -0.104 0.482 -0.168
O 1.177540 -0.346422 -0.084646 -0.050 0.119 -0.290 -0.098
C 0.257498 -0.457030 -1.150154 0.368 0.733 1.353 -0.421
N -0.985607 -0.027597 -0.776236 -0.434 -1.538 -0.633 0.200
C -2.203349 -0.078469 -1.128270 0.054 0.586 0.061 -0.330
C -2.783367 0.709022 -2.269756 -0.033 0.061 0.266 -0.021
C -3.201160 -0.833525 -0.295977 -0.118 0.350 0.058 -0.011
C 0.287670 -1.888306 -1.706262 -0.004 -0.205 -0.293 -0.019
N 0.712178 -2.026316 -3.083028 -0.200 -0.616 -0.114 -0.099
O 2.120583 -2.034553 -3.156432 0.049 0.484 -0.133 -0.133
C 2.653504 -3.354825 -3.086093 0.369 0.200 0.117 -0.126
C 3.798977 -3.360470 -2.079272 -0.300 -0.033 0.272 -0.180
O 3.394600 -2.594204 -0.963903 0.103 -0.094 -0.169 -0.178
C 4.429042 -2.292446 -0.029820 -0.224 0.236 0.316 -0.239
C 4.699477 -0.791099 -0.018198 -0.266 -0.161 -0.265 -0.051
C 0.208244 -0.999588 -3.967205 0.347 0.236 0.103 -0.285
C 0.492514 -1.419917 -5.402602 -0.318 -0.211 0.145 -0.131
C -0.380058 -0.881250 -6.523521 0.135 -0.307 -0.249 -0.783
O -0.399125 -1.383514 -7.593265 0.114 0.196 0.052 0.040
I -1.734614 0.773119 -6.180341 -0.155 0.029 0.112 0.926
C 0.736810 0.423222 -3.588589 -0.092 -0.228 -0.381 -0.285
P 2.209795 1.246141 -4.485075 -0.139 0.567 0.460 0.910
O 1.644991 1.320428 -5.998971 0.041 -0.221 -0.070 -0.290
O 3.315977 0.051984 -4.552007 -0.086 -0.068 -0.086 -0.243
N 1.040838 0.520144 -2.114991 0.381 -0.035 -0.500 0.011
C 0.950139 1.911640 -1.542269 0.371 0.352 0.052 -0.152
C 2.310460 2.588198 -1.380304 -0.273 0.119 -0.263 -0.178
P 2.229619 4.056185 -0.311145 0.364 -0.049 0.535 0.455
O 3.133917 3.963069 0.840329 0.020 -0.019 -0.043 -0.242
O 0.687610 4.178206 0.013690 -0.059 0.054 -0.109 -0.222
C 0.282106 5.190506 0.983987 -0.174 0.004 -0.206 -0.227
C -0.880370 5.990778 0.426995 0.078 0.169 0.205 -0.062
O 2.501864 5.313627 -1.245331 -0.054 -0.142 -0.135 -0.213
C 3.895347 5.626006 -1.535857 -0.376 0.064 -0.186 -0.245
C 3.933804 6.554181 -2.738298 0.494 -0.106 0.117 -0.061
H 2.582873 -1.131805 3.680940 0.042 0.022 -0.048 0.065
H 2.481882 0.618534 3.720095 -0.070 0.131 0.137 0.072
H 2.066079 -0.358711 5.147029 -0.018 0.094 0.046 0.073
H -0.115575 0.100238 4.303265 -0.060 0.125 -0.088 0.107
H 0.265209 -1.456284 3.605609 -0.156 0.224 0.073 0.070
H -0.702054 0.435330 2.016934 0.012 0.124 -0.151 0.104
H 0.992796 1.021453 2.047156 -0.206 0.185 -0.102 0.112
H 1.673935 -1.392118 1.561542 0.074 0.004 -0.099 0.123
H 0.026692 -1.682072 1.064302 -0.081 0.062 -0.195 0.133
H -3.292897 0.053799 -2.976851 0.063 0.009 -0.118 0.084
H -3.549473 1.369199 -1.852561 -0.076 -0.018 -0.048 0.102
H -2.043236 1.338387 -2.754415 0.052 -0.123 -0.160 0.051
H -4.068241 -1.104916 -0.896476 0.003 -0.110 -0.016 0.084
H -3.570786 -0.172166 0.493120 0.035 -0.030 0.072 0.095
H -2.747414 -1.705655 0.166793 0.024 -0.019 0.034 0.087
H -0.675378 -2.384691 -1.592070 -0.161 0.249 -0.023 0.144
H 1.013310 -2.433805 -1.106416 -0.001 -0.007 0.050 0.134
H 3.041731 -3.606435 -4.075044 -0.110 -0.279 -0.012 0.130
H 1.885986 -4.062558 -2.781176 -0.155 0.073 -0.074 0.133
H 4.721957 -2.973627 -2.520425 0.010 0.107 0.007 0.130
H 3.960607 -4.395794 -1.760125 0.234 -0.069 -0.199 0.134
H 4.058190 -2.590692 0.952024 0.060 -0.138 0.018 0.116
H 5.328545 -2.869071 -0.248469 0.021 -0.053 0.021 0.119
H 3.754741 -0.302268 -0.263066 0.001 0.071 0.076 0.045
H 5.441526 -0.511115 -0.765218 0.069 0.100 0.055 0.074
H 4.994322 -0.437693 0.967053 0.236 -0.011 -0.013 0.082
H -0.877165 -1.049848 -3.832083 -0.039 0.277 0.119 0.132
H 1.544780 -1.310532 -5.652977 0.027 0.114 -0.130 0.112
H 0.297150 -2.493626 -5.457948 0.038 -0.047 0.077 0.146
H -0.058158 1.137598 -3.808277 -0.035 0.037 0.110 0.040
H 2.039242 0.690738 -6.615208 0.007 -0.021 -0.077 0.077
H 4.149668 0.372030 -4.189816 0.125 -0.085 -0.110 0.066
H 2.010296 0.210400 -1.981954 -0.059 -0.202 0.020 0.147
H 0.505629 1.827580 -0.559309 -0.252 -0.113 -0.066 0.110
H 0.313977 2.513505 -2.185586 -0.155 -0.096 0.001 0.132
H 2.684858 2.932190 -2.343212 0.094 -0.104 -0.028 0.047
H 3.043954 1.915183 -0.935596 -0.033 -0.020 0.134 0.096
H 0.000818 4.653175 1.885557 0.098 0.018 0.091 0.122
H 1.130275 5.834574 1.206048 0.075 -0.045 0.009 0.112
H -0.835584 7.003732 0.826245 -0.074 0.022 0.033 0.081
H -0.820433 6.068402 -0.656121 0.036 -0.045 -0.040 0.080
H -1.839925 5.568956 0.717000 -0.046 -0.101 -0.147 0.073
H 4.325506 6.069836 -0.643200 0.031 -0.014 0.048 0.119
H 4.415467 4.692662 -1.758707 0.142 0.007 0.130 0.110
H 2.998902 7.095421 -2.847137 -0.035 0.039 0.019 0.080
H 4.747134 7.267949 -2.613049 -0.057 0.114 -0.002 0.079
H 4.159099 6.002183 -3.648708 -0.269 -0.006 -0.107 0.073
O -0.040938 -3.385530 4.535084 -0.098 -0.165 -0.075 0.101
C -1.015022 -3.315463 5.231374 0.179 -0.065 0.195 -0.484
O -1.934573 -2.337583 5.086705 -0.084 0.011 -0.047 0.013
C -2.936625 -2.434176 6.126329 -0.148 -0.002 0.083 -0.137
C -2.880232 -3.881949 6.594019 0.110 -0.047 -0.031 -0.142
C -1.405932 -4.222584 6.381027 -0.327 0.031 -0.089 -0.069
H -2.673467 -1.728932 6.916953 0.050 -0.020 0.008 0.130
H -3.901347 -2.161067 5.708939 0.035 0.019 -0.071 0.097
H -3.227781 -4.011072 7.615844 0.023 0.049 0.019 0.120
H -3.501859 -4.500805 5.946100 -0.036 0.018 0.008 0.120
H -0.791396 -3.959706 7.243874 0.048 -0.034 -0.011 0.134
H -1.228866 -5.261313 6.117432 0.148 0.006 0.042 0.126
O -6.197186 -2.471361 5.028628 0.097 0.052 0.039 0.121
C -6.509764 -2.076162 3.944499 -0.008 -0.189 -0.053 -0.482
O -7.725385 -1.547042 3.690998 -0.033 0.054 0.003 0.036
C -7.870567 -1.255585 2.292236 0.022 0.021 -0.110 -0.147
C -6.444652 -1.124544 1.764370 0.077 -0.046 0.047 -0.163
C -5.688240 -2.100578 2.665444 -0.111 0.320 -0.079 -0.074
H -8.411296 -2.080122 1.823742 0.018 -0.014 -0.006 0.130
H -8.457414 -0.346975 2.189192 -0.022 0.001 0.085 0.127
H -6.366989 -1.339159 0.700109 -0.045 -0.055 0.009 0.107
H -6.081182 -0.109518 1.934657 -0.024 0.012 -0.008 0.116
H -5.699937 -3.119674 2.275171 0.037 -0.023 0.027 0.134
H -4.662244 -1.804486 2.871325 0.038 -0.140 0.050 0.116